Entry from the OMol25 dataset: 4 unconnected molecules or ions with the total composition C15H32NO14P3 in a non-equilibrium geometry (the ωB97M-V functional and the def2-TZVPD basis).

```
65
Properties=species:S:1:pos:R:3:mulliken_spin:R:1
C -0.365 3.628 0.621 0.123
C 0.261 2.365 0.851 0.144
C 1.656 2.312 0.982 0.099
C 2.413 3.460 0.999 0.221
C 1.760 4.688 0.671 0.187
C 0.442 4.718 0.485 0.013
N 3.835 3.446 1.433 -0.009
O 4.505 2.466 1.643 -0.047
O 4.202 4.584 1.693 0.092
H -1.431 3.716 0.468 0.087
H -0.397 1.512 0.932 0.068
H 2.156 1.392 1.248 0.006
H 2.331 5.600 0.767 -0.010
H -0.022 5.674 0.296 0.007
C 4.247 -0.178 -0.449 0.002
O 3.647 -1.445 0.002 0.000
P 4.389 -2.789 0.585 0.000
O 5.771 -2.539 1.099 0.000
O 3.394 -3.330 1.758 0.000
C 3.967 -4.184 2.741 0.000
O 4.261 -3.861 -0.601 0.000
C 5.393 -4.329 -1.372 0.000
H 4.456 -0.135 -1.518 0.000
H 5.103 0.160 0.135 0.000
H 3.367 0.453 -0.323 0.001
H 3.680 -5.205 2.488 0.000
H 3.540 -3.948 3.715 0.000
H 5.039 -4.085 2.913 0.000
H 5.270 -5.398 -1.543 0.000
H 6.398 -4.097 -1.019 0.000
H 5.204 -3.959 -2.380 0.000
C -0.394 -4.309 1.681 0.000
O -1.557 -3.793 1.001 0.000
P -1.430 -2.810 -0.248 0.000
O -0.487 -3.239 -1.318 0.000
O -0.995 -1.449 0.445 0.005
C 0.406 -1.168 0.539 -0.002
O -2.976 -2.535 -0.750 0.000
C -3.633 -3.459 -1.588 0.000
H -0.344 -5.390 1.811 0.000
H -0.377 -3.883 2.684 0.000
H 0.566 -4.058 1.229 0.000
H 1.036 -1.949 0.114 0.001
H 0.681 -0.894 1.558 0.000
H 0.583 -0.261 -0.038 0.004
H -2.881 -3.835 -2.283 0.000
H -4.398 -2.967 -2.188 0.000
H -4.122 -4.233 -0.996 0.000
C -3.030 3.798 -1.552 -0.003
O -3.771 3.190 -0.520 0.005
P -5.216 2.481 -0.784 0.000
O -5.601 1.530 0.318 0.000
O -6.249 3.611 -1.133 0.000
C -6.247 4.785 -0.341 0.000
O -5.017 1.631 -2.163 0.000
C -4.146 0.541 -2.225 0.000
H -2.779 4.851 -1.423 0.001
H -3.491 3.778 -2.540 0.000
H -2.152 3.158 -1.635 0.003
H -5.521 4.792 0.472 0.000
H -7.234 4.896 0.108 0.000
H -5.944 5.689 -0.869 0.000
H -3.395 0.865 -2.946 0.000
H -4.580 -0.413 -2.524 0.000
H -3.779 0.354 -1.216 0.000
```

- LUMO (spin up / spin down) (eV) = -5.785 / -9.415
- expectation value of S² = 0.77
- net charge = +1
- 2S+1 = 2
- orbital gap (spin up / spin down) (eV) = 6.80 / 3.17
- energy (hartree) = -2722.6753

***

Entry from the OMol25 dataset: a molecular structure, CH4IN in a non-equilibrium geometry (the ωB97M-V functional and the def2-TZVPD basis).

```
7
Properties=species:S:1:pos:R:3:lowdin_charge:R:1
C 0.510 0.559 0.041 -0.389
N -0.511 -0.253 0.545 -0.613
I -2.304 0.010 -0.290 0.713
H 0.557 0.628 -1.019 0.030
H 0.398 1.639 0.272 0.089
H 1.523 0.076 0.102 0.090
H -0.173 -2.661 0.350 0.081
```

- LUMO (spin up / spin down) (eV) = -0.188 / -0.962
- net charge = 0
- orbital gap (spin up / spin down) (eV) = 8.99 / 8.31
- energy (hartree) = -392.7433

***

Entry from the OMol25 dataset: 10 unconnected molecules or ions with the total composition C40H100F6N7O10 in a non-equilibrium geometry (the ωB97M-V functional and the def2-TZVPD basis).

```
163
Properties=species:S:1:pos:R:3:lowdin_charge:R:1
C -0.246 -4.358 -2.377 -0.118
C 0.965 -5.096 -2.025 -0.270
C 1.615 -5.720 -3.277 -0.169
C 0.684 -6.838 -3.829 -0.082
N 0.608 -6.883 -5.390 -0.258
C -0.417 -7.997 -5.734 -0.057
C -1.747 -7.216 -5.838 -0.121
C -1.290 -5.900 -6.478 -0.148
C 0.063 -5.641 -5.953 -0.146
C 1.965 -7.219 -5.927 0.024
H -0.074 -3.662 -3.212 0.082
H -0.617 -3.837 -1.528 0.073
H -1.014 -5.082 -2.655 0.074
H 0.748 -5.910 -1.349 0.114
H 1.746 -4.438 -1.579 0.128
H 2.530 -6.249 -2.970 0.119
H 1.943 -4.961 -4.015 0.124
H -0.334 -6.864 -3.480 0.111
H 1.097 -7.817 -3.620 0.126
H -0.060 -8.402 -6.673 0.132
H -0.317 -8.765 -4.942 0.143
H -2.486 -7.696 -6.498 0.135
H -2.119 -7.069 -4.822 0.111
H -1.306 -6.035 -7.576 0.136
H -1.979 -5.054 -6.219 0.142
H 0.728 -5.276 -6.721 0.140
H 0.061 -4.853 -5.239 0.106
H 2.254 -8.264 -5.721 0.129
H 2.681 -6.464 -5.621 0.107
H 1.890 -7.213 -7.002 0.107
C 2.604 4.413 2.884 0.064
C 2.842 5.076 1.521 -0.371
O 1.992 5.593 0.713 0.109
N 4.052 4.996 1.065 0.060
H 0.958 5.713 1.082 0.144
H 4.743 4.554 1.625 0.143
C 4.480 5.443 -0.270 -0.009
H 1.545 4.254 2.989 0.064
H 2.922 5.115 3.652 0.107
H 3.170 3.522 2.990 0.078
H 3.702 5.987 -0.814 0.094
H 4.739 4.575 -0.921 0.091
H 5.303 6.153 -0.200 0.099
C -2.562 -1.295 9.665 -0.005
C -1.475 -0.354 10.344 -0.263
C -0.826 0.641 9.440 -0.186
O -0.059 1.627 10.154 -0.197
C 0.974 1.093 10.918 -0.091
N -2.136 0.645 11.371 0.220
H -2.017 0.289 12.320 0.169
H -1.581 1.536 11.399 0.165
H -3.124 0.752 11.191 0.163
H -2.032 -2.045 9.089 0.090
H -3.133 -0.798 8.878 0.086
H -3.247 -1.712 10.386 0.086
H -0.862 -0.962 11.029 0.152
H -1.695 1.124 8.886 0.167
H -0.219 0.128 8.714 0.135
H 0.606 0.888 11.941 0.102
H 1.846 1.755 10.886 0.112
H 1.268 0.161 10.440 0.094
C 10.113 -2.491 5.792 -0.023
C 8.775 -2.226 5.086 -0.277
C 7.462 -2.930 5.594 -0.142
O 6.366 -2.255 4.979 -0.223
C 5.169 -2.727 5.518 -0.106
N 8.487 -0.737 5.010 0.220
H 8.497 -0.268 5.904 0.171
H 9.144 -0.291 4.348 0.190
H 7.538 -0.710 4.652 0.139
H 10.178 -2.210 6.852 0.099
H 10.946 -2.001 5.260 0.097
H 10.342 -3.563 5.669 0.107
H 8.841 -2.493 4.016 0.161
H 7.334 -2.771 6.677 0.144
H 7.436 -3.969 5.324 0.138
H 4.960 -2.261 6.495 0.098
H 5.243 -3.798 5.800 0.103
H 4.332 -2.586 4.812 0.106
C -13.469 -1.126 0.737 -0.041
C -14.106 -2.527 0.725 -0.275
C -13.086 -3.699 0.856 -0.197
O -12.600 -3.627 2.170 -0.206
C -11.860 -4.824 2.524 -0.048
N -14.963 -2.580 1.996 0.203
H -14.352 -2.817 2.808 0.171
H -15.471 -1.690 2.087 0.174
H -15.672 -3.338 1.964 0.187
H -14.246 -0.342 0.542 0.101
H -12.639 -0.974 -0.028 0.120
H -13.065 -0.944 1.738 0.087
H -14.786 -2.721 -0.141 0.168
H -12.347 -3.706 0.116 0.117
H -13.640 -4.683 0.655 0.155
H -10.843 -4.762 2.129 0.092
H -12.237 -5.768 2.117 0.100
H -11.710 -4.851 3.596 0.094
C -2.846 7.312 -3.514 -0.026
C -3.954 6.549 -2.874 -0.342
C -4.347 5.408 -3.726 -0.254
O -5.171 4.548 -3.019 -0.207
C -6.015 3.781 -3.918 -0.039
N -3.556 5.965 -1.552 0.247
H -3.265 6.720 -0.917 0.187
H -4.418 5.689 -1.146 0.142
H -2.917 5.127 -1.604 0.174
H -1.951 6.760 -3.596 0.081
H -2.584 8.186 -2.951 0.091
H -3.162 7.618 -4.514 0.114
H -4.822 7.204 -2.651 0.180
H -3.424 4.881 -4.130 0.165
H -4.914 5.814 -4.573 0.147
H -6.443 3.025 -3.249 0.099
H -5.395 3.378 -4.704 0.090
H -6.815 4.419 -4.318 0.103
C 8.801 3.384 -6.718 0.010
C 7.280 2.747 -5.297 -0.325
C 6.177 3.752 -5.271 -0.192
O 5.195 3.536 -4.222 -0.230
C 4.055 4.419 -4.191 -0.097
N 7.113 1.465 -5.652 0.014
H 7.857 0.752 -5.657 0.112
H 4.443 -0.626 -4.958 0.156
H 6.239 1.182 -6.169 0.118
H 9.693 2.901 -6.286 0.018
H 8.956 4.482 -6.736 0.023
H 8.291 2.842 -7.501 0.005
H 8.085 2.894 -4.603 0.093
H 5.780 3.641 -6.311 0.139
H 6.525 4.760 -5.131 0.117
H 3.384 4.374 -5.055 0.094
H 4.464 5.436 -4.183 0.086
H 3.550 4.389 -3.257 0.053
C 3.212 0.337 -3.668 -0.330
O 4.074 -0.025 -2.628 -0.052
O 3.482 -0.318 -4.874 0.029
C 1.751 0.000 -3.386 -0.582
F 1.305 0.731 -2.373 0.155
F 1.026 0.351 -4.465 0.146
F 1.458 -1.285 -3.192 0.159
C 4.848 0.932 -1.904 -0.249
C 4.123 1.371 -0.730 -0.087
H 3.210 1.916 -0.985 0.077
H 3.841 0.450 -0.261 0.081
H 4.689 2.048 -0.061 0.081
H 5.084 1.746 -2.571 0.107
H 5.700 0.406 -1.554 0.119
H 3.251 1.427 -3.768 0.161
C -0.529 3.981 0.533 -0.484
O -1.374 3.632 -0.446 -0.088
O -0.469 5.232 0.866 -0.164
C -1.327 3.609 2.197 -0.706
F -1.387 2.296 2.103 0.104
F -0.558 4.020 3.157 0.150
F -2.431 4.181 2.296 0.229
C -1.667 2.191 -0.657 -0.229
C -2.092 2.122 -2.023 -0.094
H -2.209 1.108 -2.429 0.089
H -3.109 2.577 -2.087 0.084
H -1.382 2.502 -2.791 0.101
H -2.409 1.955 0.133 0.132
H -0.760 1.687 -0.439 0.100
H 0.337 3.276 0.681 0.146
```

- LUMO (eV) = -7.635
- net charge = +5
- orbital gap (eV) = 5.16
- energy (hartree) = -3317.0733